Entry 1:
{
  "formula": "C4H11NO",
  "method": "wB97M-V/def2-TZVPD",
  "elements": ["H", "H", "C", "H", "H", "C", "H", "H", "C", "N", "C", "O", "H", "H", "H", "H", "H"],
  "xyz": [[-0.92521, 2.39866, 2.60429], [1.37605, 2.71617, 1.56226], [-0.08047, 1.40611, 0.98020], [-2.16237, 1.84709, 1.33820], [1.22631, -3.66763, -1.39291], [0.73787, -3.04590, -2.15637], [-0.88144, -1.76641, -2.40642], [-1.30069, -3.05801, -1.36431], [-1.17717, 2.24906, 1.55690], [1.21280, 1.77837, 1.28264], [-0.48652, -2.35483, -1.57068], [-0.26661, 0.43246, 0.27651], [0.41262, -3.72560, -2.94255], [1.87834, 1.35526, 0.63925], [-0.29960, -1.82673, -0.64412], [1.48843, -2.31799, -2.44787], [-1.26445, 3.19563, 1.00724]],
  "smiles": "CC(N)=O.CC",
  "de_lowest_kj_mol": 34.5,
  "e_homo_ev": -9.9,
  "molar_mass_g_mol": 89.14,
  "charge": 0
}


Entry 2:
{
  "formula": "C4H11NO",
  "method": "wB97M-V/def2-TZVPD",
  "elements": ["H", "C", "H", "N", "C", "H", "H", "O", "H", "C", "H", "H", "H", "H", "H", "H", "C"],
  "xyz": [[-1.68128, -2.19729, -1.97695], [-0.04128, -1.98168, 1.02383], [-0.00243, 3.19549, -0.43890], [0.90517, 1.77605, 0.80915], [0.07756, -0.56444, 0.55028], [0.30991, -2.10331, 2.07726], [1.41036, 0.17697, 2.12388], [-1.68659, -1.37042, -2.36976], [-0.46172, -0.14420, -0.33119], [0.24810, 2.09820, -0.45240], [-1.13516, -0.86230, -1.80170], [0.92527, 1.99592, -1.36146], [-1.07094, -2.40780, 1.03835], [1.93175, 2.05035, 0.83591], [-0.70455, 1.44002, -0.56879], [0.77044, -2.38187, 0.33086], [0.85976, 0.40942, 1.10608]],
  "smiles": "C/C=C/NC.O",
  "de_lowest_kj_mol": 247.8,
  "e_homo_ev": -8.2,
  "molar_mass_g_mol": 89.14,
  "charge": 0
}


Entry 3:
{
  "formula": "C4H11NO",
  "method": "wB97M-V/def2-TZVPD",
  "elements": ["H", "C", "H", "H", "H", "H", "H", "C", "N", "C", "H", "H", "H", "C", "H", "O", "H"],
  "xyz": [[-1.11107, -1.36191, -2.44191], [1.69013, 0.10473, 0.80390], [-0.09643, 1.77369, -1.43632], [0.70136, -0.14419, -1.73201], [-0.89907, 2.62835, -0.48872], [-1.23682, -1.59323, 1.28635], [-0.22575, -0.76417, 2.39208], [0.33726, -0.38101, 0.35974], [-1.05049, -1.19037, -1.45938], [0.05619, -0.52715, -0.94179], [2.42674, 0.16814, -0.00059], [-1.41575, 0.16471, 1.53663], [2.07514, -0.54321, 1.59208], [-0.69696, -0.65077, 1.40979], [1.62933, 1.10031, 1.27301], [-0.38773, 2.68458, -1.30331], [-1.79607, -1.46851, -0.84955]],
  "smiles": "CC(C)=CN.O",
  "de_lowest_kj_mol": 108.3,
  "e_homo_ev": -7.8,
  "molar_mass_g_mol": 89.14,
  "charge": 0
}


Entry 4:
{
  "formula": "C4H11NO",
  "method": "wB97M-V/def2-TZVPD",
  "elements": ["H", "N", "H", "H", "C", "H", "C", "H", "H", "H", "H", "C", "H", "H", "C", "O", "H"],
  "xyz": [[-1.23427, -1.39259, -0.46365], [-0.96967, 2.40596, 0.06270], [1.26943, -1.19563, 1.15547], [0.04181, -2.45907, 1.59535], [0.25659, 1.59433, 0.07033], [0.54604, 1.36755, 1.09973], [0.43770, -1.81223, 0.81514], [1.06090, 2.15729, -0.40773], [1.14575, -0.02656, -0.69243], [-1.33975, -0.43421, 0.81267], [1.03119, -2.37830, -0.98048], [-0.56305, -0.87887, 0.17743], [-0.20645, 0.22182, -1.69734], [-0.84832, 3.37660, -0.17906], [0.08061, 0.26459, -0.64710], [0.89263, -2.79671, -0.12623], [-1.60114, 1.98605, -0.59483]],
  "smiles": "NCCCCO",
  "de_lowest_kj_mol": 146.9,
  "e_homo_ev": -9.2,
  "molar_mass_g_mol": 89.14,
  "charge": 0
}


Entry 5:
{
  "formula": "C4H11NO",
  "method": "wB97M-V/def2-TZVPD",
  "elements": ["C", "C", "C", "H", "H", "H", "H", "H", "H", "H", "H", "N", "C", "H", "H", "H", "O"],
  "xyz": [[0.66458, -0.40716, -1.87230], [0.78605, -0.04866, 0.62284], [-0.02501, 0.18896, 1.92529], [1.10241, -1.13226, 0.49672], [-1.70859, 0.95107, 0.19856], [-1.57198, -0.39064, -0.88138], [-0.27448, 1.24382, 1.92074], [1.70443, -0.68320, -1.92328], [-1.57114, -0.58549, 1.26149], [0.04013, -1.38611, -2.01215], [0.29542, 1.52576, -0.95634], [-1.27120, 0.56722, -0.63943], [0.15959, 0.48517, -0.67385], [0.38993, 0.14626, -2.88422], [1.75592, 0.45990, 0.62096], [0.68391, -0.09934, 2.72814], [-1.15996, -0.83529, 2.06823]],
  "smiles": "C[C@@H](N)CCO",
  "de_lowest_kj_mol": 210.7,
  "e_homo_ev": -9.4,
  "molar_mass_g_mol": 89.14,
  "charge": 0
}


Entry 6:
{
  "formula": "C4H11NO",
  "method": "wB97M-V/def2-TZVPD",
  "elements": ["H", "C", "H", "N", "H", "H", "H", "C", "C", "H", "H", "H", "O", "H", "C", "H", "H"],
  "xyz": [[1.43331, 2.21767, -0.37753], [-0.34116, -1.56405, 1.24466], [0.05627, 0.46080, 1.50074], [-0.09982, 1.27331, -1.48962], [1.20216, 0.04846, -2.80492], [-0.27102, 3.09836, -0.50474], [1.64843, 0.04057, -1.08740], [-0.52988, -0.33619, 1.95899], [0.80585, 0.15591, -1.87398], [0.19200, -0.79996, -1.70344], [-0.63041, 1.47447, -2.39914], [0.95226, 3.15892, -1.86507], [-0.70648, -2.65561, 1.57592], [-1.63571, 0.02057, 2.09006], [0.57946, 2.46772, -1.07613], [0.61680, -1.42363, 0.49802], [-0.29911, -0.30484, 2.95211]],
  "smiles": "CC=O.CNC",
  "de_lowest_kj_mol": 294.7,
  "e_homo_ev": -9.2,
  "molar_mass_g_mol": 89.14,
  "charge": 0
}


Entry 7:
{
  "formula": "C4H11NO",
  "method": "wB97M-V/def2-TZVPD",
  "elements": ["C", "H", "H", "H", "H", "C", "N", "O", "H", "C", "H", "C", "H", "H", "H", "H", "H"],
  "xyz": [[-0.55929, 1.11436, 1.51656], [2.75543, -0.18948, 2.36101], [-1.39267, 1.11286, 2.11740], [0.29944, 0.68000, 1.85155], [-1.97298, 0.00764, 0.14882], [-0.16522, -1.14794, -2.81478], [0.27545, -0.67145, -1.72384], [2.01428, -0.68481, 2.01480], [1.82011, -1.49784, 2.56353], [-0.23784, 0.48567, -0.94400], [0.63930, 1.00694, -0.78717], [-0.91356, 0.11123, 0.35792], [0.30629, -1.96610, -3.25027], [-0.31631, 2.08183, 1.06748], [-0.73458, 1.20299, -1.61589], [-0.69110, -0.93089, 0.60998], [-1.12672, -0.71500, -3.47310]],
  "smiles": "C=NCCC.O",
  "de_lowest_kj_mol": 258.5,
  "e_homo_ev": -8.9,
  "molar_mass_g_mol": 89.14,
  "charge": 0
}


So what do the calculations give for gap between HOMO and LUMO? Going down the list: 10.73 9.11 8.61 10.19 10.42 10.13 9.72 eV.